{
  "formula": "C23H30BrN6O2V",
  "method": "ωB97M-V with the def2-TZVPD basis set",
  "de_lowest_kcal_mol": 43.23,
  "s_squared": 2.012,
  "homo_lumo_gap_ev": [6.30, 6.47],
  "multiplicity": 3,
  "charge": 2,
  "lumo_energy_ev": [-6.266, -6.099],
  "elements": ["V", "O", "C", "C", "C", "C", "C", "C", "C", "O", "N", "N", "C", "C", "Br", "C", "C", "C", "C", "C", "C", "C", "H", "H", "H", "H", "H", "H", "H", "H", "H", "H", "H", "H", "H", "H", "N", "C", "C", "C", "N", "H", "H", "H", "H", "H", "H", "H", "H", "H", "H", "C", "N", "C", "C", "N", "C", "H", "H", "H", "H", "H", "H"],
  "positions_angstrom": [[0.09638, -1.35330, -1.77128], [-2.12472, 0.12720, -1.05148], [-2.20062, 1.15850, -1.95088], [-3.43542, 1.44360, -2.52758], [-3.54332, 2.40310, -3.51688], [-2.41732, 3.08630, -3.94958], [-1.18442, 2.81750, -3.37828], [-1.06262, 1.86000, -2.37758], [0.30698, 1.52130, -1.77718], [0.44958, 0.17500, -1.79428], [0.44128, 1.98320, -0.40918], [-0.08882, 1.23790, 0.55272], [-0.08242, 1.64520, 1.77062], [-0.58362, 0.81830, 2.81682], [-1.47032, -0.77180, 2.20752], [-0.50552, 1.05250, 4.14742], [0.26148, 2.09630, 4.78682], [-0.18872, 2.61840, 6.01172], [0.51248, 3.62110, 6.65032], [1.69588, 4.10230, 6.10342], [2.17568, 3.56740, 4.91432], [1.47138, 2.57770, 4.26132], [-1.51442, 0.35720, -0.31648], [-4.29532, 0.89630, -2.17718], [-4.50652, 2.61900, -3.95048], [-2.49562, 3.82040, -4.73548], [-0.31192, 3.35000, -3.72458], [1.10198, 2.02040, -2.36408], [0.74168, 2.93450, -0.22248], [0.27858, 2.63620, 2.03932], [-1.05842, 0.40500, 4.81732], [-1.10712, 2.24950, 6.44472], [0.14478, 4.02410, 7.58242], [2.26228, 4.86160, 6.62012], [3.11018, 3.92010, 4.50672], [1.89098, 2.12100, 3.37682], [-0.30282, -3.31250, -2.16218], [0.38288, -3.81950, -3.37138], [-0.27852, -3.31620, -4.64938], [-0.21552, -1.80030, -4.80198], [-0.88622, -1.13050, -3.67598], [0.01778, -3.89150, -1.38248], [-1.30332, -3.52040, -2.26628], [0.37588, -4.91700, -3.38938], [1.42968, -3.49390, -3.33268], [-1.32142, -3.64430, -4.67468], [0.22528, -3.77570, -5.49968], [-0.68572, -1.51920, -5.75398], [0.82948, -1.46870, -4.82468], [-1.87642, -1.39420, -3.67648], [-0.87572, -0.12290, -3.85258], [1.78308, -3.76720, 2.95242], [1.72438, -2.90930, 1.79952], [2.64288, -1.96330, 1.46582], [2.21918, -1.40850, 0.29282], [1.05308, -2.00620, -0.09138], [0.78468, -2.90650, 0.84652], [2.53688, -4.54430, 2.80782], [0.81788, -4.24210, 3.11832], [2.05168, -3.18750, 3.83552], [3.50958, -1.76980, 2.06562], [2.68268, -0.63340, -0.29118], [-0.08542, -3.53800, 0.89642]],
  "atomic_forces_ev_per_a": [[-2.118, -4.970, 0.302], [0.144, -0.584, 0.188], [-0.111, 0.594, -0.695], [0.287, -0.311, 0.351], [0.151, 0.075, -0.048], [-0.014, 0.062, -0.042], [-0.130, -0.123, 0.066], [0.245, -0.401, 0.043], [-0.963, 3.185, 0.102], [2.801, 4.859, -0.177], [1.014, 0.475, -0.562], [-0.430, -0.316, 0.766], [0.184, 0.297, -1.047], [-0.383, -0.538, 1.262], [-0.123, 0.104, 0.350], [-0.313, -0.555, -0.971], [0.457, 0.729, 0.445], [0.025, -0.122, -0.431], [0.167, 0.107, 0.008], [-0.056, -0.158, -0.036], [0.023, 0.199, 0.162], [-0.284, -0.245, 0.166], [-0.115, 0.114, 0.213], [-0.167, -0.057, 0.044], [-0.109, 0.006, -0.049], [-0.017, 0.101, -0.044], [0.172, 0.065, -0.012], [-0.326, -0.284, 0.205], [-0.067, -0.134, -0.171], [0.064, -0.029, -0.016], [-0.038, -0.111, -0.084], [-0.083, -0.076, 0.024], [-0.014, 0.010, 0.051], [0.012, 0.102, 0.018], [0.115, 0.019, -0.029], [0.053, -0.020, -0.057], [-0.786, -1.911, 0.176], [0.323, -0.433, -0.910], [0.193, 0.307, 0.256], [0.147, -0.465, -0.653], [-0.253, 0.234, -0.066], [-0.167, 0.118, -0.121], [0.217, -0.027, 0.111], [0.033, 0.247, 0.154], [-0.108, -0.074, 0.026], [-0.047, -0.073, -0.060], [-0.062, -0.024, 0.001], [0.172, 0.036, 0.220], [-0.150, 0.000, -0.039], [0.183, 0.168, 0.074], [-0.228, -0.094, 0.090], [0.140, -0.621, 0.707], [-0.512, 0.227, -0.763], [0.154, 0.490, -0.499], [0.792, 0.234, 0.456], [0.072, -0.384, 0.222], [-0.095, -0.261, 0.349], [-0.080, 0.089, -0.027], [0.020, 0.094, -0.037], [-0.099, 0.012, -0.099], [0.131, 0.038, 0.094], [0.022, 0.051, 0.041], [-0.066, -0.046, -0.001]]
}

{
  "formula": "C5H15N2O2",
  "method": "ωB97M-V with the def2-TZVPD basis set",
  "de_lowest_kcal_mol": 19.21,
  "homo_lumo_gap_ev": 6.14,
  "charge": -1,
  "lumo_energy_ev": 3.541,
  "elements": ["C", "N", "C", "C", "C", "N", "C", "O", "H", "H", "H", "H", "H", "H", "H", "H", "H", "H", "H", "H", "H", "H", "H", "O"],
  "positions_angstrom": [[1.76552, -0.11433, 0.00251], [2.17851, -1.50190, -0.20831], [0.38420, 0.31156, -0.48712], [-0.70636, -0.73755, -0.13830], [-1.41909, -1.38988, -1.32556], [0.11637, 1.65902, -0.07279], [-1.22309, 2.30582, -0.40939], [-1.61852, 3.08958, 0.58891], [1.94217, 0.17704, 1.04340], [2.54285, 0.47196, -0.48814], [1.48803, -2.14117, 0.14623], [2.38334, -1.69122, -1.17730], [0.43405, 0.29440, -1.57636], [-0.39281, -1.55521, 0.53079], [-1.46161, -0.30412, 0.53215], [-2.40407, -0.98147, -1.55287], [-0.77661, -1.38003, -2.20529], [-1.69696, -2.41857, -1.09374], [0.26417, 1.74579, 0.92646], [-1.90377, 1.46635, -0.70074], [-0.99529, 2.91417, -1.31802], [0.35104, -0.61624, 2.42180], [0.31613, 0.67431, 3.24348], [0.43181, -0.27832, 3.31818]],
  "atomic_forces_ev_per_a": [[0.992, 0.212, -0.165], [0.179, 0.222, 0.469], [-0.390, -0.370, -0.077], [-1.010, -0.289, 1.032], [-0.319, -0.454, 0.257], [0.587, -0.139, -0.026], [0.726, 0.848, 0.662], [-0.286, -0.495, 0.016], [-0.428, -0.335, 0.217], [-0.228, 0.310, -0.303], [-0.111, -0.283, -0.199], [-0.256, -0.075, -0.075], [0.045, 0.077, -0.366], [0.703, -0.005, -0.298], [0.073, 0.497, -0.406], [0.275, 0.704, -0.191], [-0.160, -0.061, -0.155], [0.394, -0.334, -0.035], [-0.387, 0.254, 0.064], [-0.168, 0.038, -0.064], [-0.136, -0.362, -0.375], [-0.070, 0.150, -0.092], [-0.127, 0.009, -0.162], [0.100, -0.121, 0.272]]
}

{
  "formula": "C19H19N7O4S",
  "method": "ωB97M-V with the def2-TZVPD basis set",
  "smiles": "CNC(=O)[C@H]1O[C@@H](n2cnc3c(NCc4cccc(N=C=S)c4)ncnc32)[C@H](O)[C@@H]1O",
  "de_lowest_kcal_mol": 0.00,
  "homo_lumo_gap_ev": 8.93,
  "charge": 0,
  "lumo_energy_ev": 0.039,
  "elements": ["C", "N", "C", "O", "C", "O", "C", "N", "C", "N", "C", "C", "N", "C", "C", "C", "C", "C", "C", "N", "C", "S", "C", "N", "C", "N", "C", "C", "O", "C", "O", "H", "H", "H", "H", "H", "H", "H", "H", "H", "H", "H", "H", "H", "H", "H", "H", "H", "H", "H"],
  "positions_angstrom": [[4.51102, 1.86624, -2.66837], [4.10466, 0.56765, -2.12733], [3.95881, -0.59350, -2.86122], [4.25471, -0.62227, -4.04893], [3.44361, -1.88192, -2.21830], [2.83213, -1.72445, -0.87705], [1.54341, -2.30165, -0.88148], [0.65108, -1.55570, -0.00134], [1.04908, -0.79279, 1.08370], [0.00297, -0.49520, 1.84148], [-1.06101, -1.11422, 1.21176], [-2.42703, -1.16087, 1.55292], [-2.82160, -0.47269, 2.68998], [-3.97753, 0.44515, 2.73851], [-3.40356, 1.88479, 2.82798], [-3.74169, 2.81816, 3.86130], [-3.13282, 4.06029, 3.87211], [-2.23785, 4.41539, 2.89274], [-1.88824, 3.53989, 1.86256], [-0.90465, 3.89771, 0.91257], [-0.14503, 3.49496, 0.05650], [0.96870, 2.90547, -0.93627], [-2.46831, 2.26341, 1.84258], [-3.28487, -1.83277, 0.83138], [-2.82625, -2.50416, -0.22398], [-1.54155, -2.52739, -0.64950], [-0.68331, -1.80053, 0.09744], [1.05616, -2.26394, -2.32849], [0.05478, -3.26897, -2.65513], [2.37869, -2.50811, -3.06864], [2.63112, -3.91657, -3.08900], [5.32457, 1.78017, -3.44668], [4.90281, 2.47186, -1.84457], [3.68043, 2.40744, -3.09348], [3.62803, 0.52366, -1.22876], [4.30394, -2.52354, -2.11587], [1.62332, -3.34271, -0.57594], [2.06348, -0.46471, 1.28074], [-1.99795, -0.21500, 3.21177], [-4.64679, 0.18265, 3.58596], [-4.60419, 0.30763, 1.85009], [-4.42981, 2.55407, 4.67125], [-3.35680, 4.78082, 4.70023], [-1.77057, 5.38029, 2.93166], [-2.17349, 1.51635, 1.12874], [-3.52753, -3.08622, -0.81423], [0.62640, -1.29897, -2.59459], [-0.64224, -3.26938, -1.97572], [2.32260, -2.14712, -4.12265], [1.77820, -4.37872, -3.08845]],
  "atomic_forces_ev_per_a": [[1.012, -0.348, -0.219], [-0.644, -1.457, 0.414], [0.409, 2.010, -0.858], [-0.021, -0.353, 0.639], [-0.601, 1.077, 0.895], [0.265, 0.486, -0.614], [0.015, 0.256, -0.713], [1.962, -0.646, -0.541], [-2.077, -0.020, 0.509], [0.733, 0.020, -0.520], [-0.400, 0.257, 1.112], [0.361, 1.297, 1.561], [-0.221, -0.723, -0.769], [0.470, 0.212, 0.636], [-0.474, 0.675, 0.403], [0.168, -1.360, -0.832], [-0.528, 0.501, 1.018], [0.602, 0.266, -0.714], [-0.108, -0.620, 0.171], [1.082, -0.647, -1.564], [-0.741, -0.168, 1.688], [-0.941, 0.663, 0.527], [-0.504, 0.243, 0.904], [-0.880, -0.444, -0.714], [1.836, 0.372, -0.307], [-0.696, -0.236, 0.138], [-0.840, -0.077, 0.131], [-1.014, -0.829, -0.250], [2.089, 0.347, -0.416], [-1.059, -1.519, -1.475], [0.029, 0.049, 0.186], [-1.008, -0.242, 0.888], [-0.027, -0.190, -0.113], [-0.352, 0.089, -0.319], [0.371, 0.311, -0.239], [0.175, -0.400, -0.030], [-0.187, -0.174, 0.308], [-0.204, -0.255, -0.296], [-0.162, 0.534, 0.172], [0.564, 0.399, -0.280], [0.404, 0.003, -0.028], [0.198, -0.062, -0.447], [0.229, -0.753, -0.931], [0.182, 0.304, -0.065], [0.159, 0.031, -0.406], [0.045, 0.099, 0.129], [0.239, 0.347, 0.201], [-0.224, 0.407, 0.240], [0.322, 0.024, 0.898], [-0.004, 0.241, -0.108]]
}